Entry 1:
Here is a cluster of 2 separate species, C6H13N in total at a distorted geometry from the OMol25 dataset. Energies are from ωB97M-V/def2-TZVPD.

Calculated values
- E_HOMO (alpha / beta): -12.34 / -12.32 eV
- Largest force on an atom: 3.24 eV/A
- Net charge: +1
- Energy: -290.71094 Ha
- ΔE to the lowest compared entry with this formula, charge and spin: 4.565 eV
- 2S+1: 2

```
20
C6H13N | the OMol25 dataset | ωB97M-V/def2-TZVPD
C 0.078 -1.453 0.512
C 0.943 -0.610 -0.377
C 1.811 0.376 0.107
C 2.646 1.179 -0.696
C -1.199 -0.646 0.982
N -2.044 -0.444 -0.179
C -2.500 0.929 -0.410
H -0.321 -2.303 -0.045
H 0.719 -1.813 1.360
H 3.388 -0.288 -0.344
H 1.029 -0.747 -1.459
H 1.986 0.579 1.187
H 3.292 1.883 -0.157
H 2.413 1.477 -1.721
H -0.799 0.195 1.604
H -1.746 -1.255 1.734
H -1.584 -0.890 -0.962
H -3.501 0.859 -0.809
H -2.792 1.326 0.584
H -1.820 1.646 -0.912
```

---

Entry 2:
Here is a structure of composition C6H13N2 at a distorted geometry from the OMol25 dataset. Energies are from ωB97M-V/def2-TZVPD.

Calculated values
- E_HOMO: -12.60 eV
- Largest force on an atom: 1.07 eV/A
- Net charge: +1
- Energy: -345.60892 Ha
- ΔE to the lowest compared entry with this formula, charge and spin: 2.370 eV

```
21
C6H13N2 | the OMol25 dataset | ωB97M-V/def2-TZVPD
C -0.674 0.943 2.985
C 0.292 0.673 2.119
C 0.726 0.668 -1.785
C 0.081 -0.481 -2.591
C -0.470 0.547 -0.907
C 1.330 -1.153 0.891
N -0.986 -0.440 -1.606
N 0.171 -0.301 1.117
H -0.560 1.702 3.734
H -1.605 0.400 2.983
H 1.237 1.196 2.120
H 1.687 0.438 -1.333
H 0.803 1.624 -2.301
H -0.262 -0.193 -3.585
H 0.621 -1.424 -2.651
H -0.985 1.247 -0.271
H 1.469 -1.868 1.706
H 1.200 -1.717 -0.032
H 2.228 -0.542 0.823
H -1.870 -0.926 -1.545
H -0.670 -0.858 1.258
```

---

Entry 3:
Here is a cluster of 2 separate species, C6H13N2 in total at a distorted geometry from the OMol25 dataset. Energies are from ωB97M-V/def2-TZVPD.

Calculated values
- E_HOMO: -11.72 eV
- Largest force on an atom: 3.00 eV/A
- Net charge: +1
- Energy: -345.58008 Ha
- ΔE to the lowest compared entry with this formula, charge and spin: 3.155 eV

```
21
C6H13N2 | the OMol25 dataset | ωB97M-V/def2-TZVPD
C -0.337 0.877 -1.116
C -0.087 1.729 0.099
C 0.047 4.184 -0.091
N -0.620 3.067 -0.173
H -1.445 0.778 -1.303
H 0.191 1.192 -2.021
H 0.046 -0.093 -0.819
H -0.679 1.347 0.910
H 0.955 1.879 0.371
H -0.469 5.086 -0.391
H 1.016 4.081 0.379
H -1.578 3.134 -0.564
C -0.526 -2.988 0.397
C -0.483 -3.791 1.478
C 1.613 -2.438 -0.333
N 0.438 -2.856 -0.642
H -1.430 -2.350 0.176
H 0.381 -4.426 1.830
H -1.348 -3.848 2.112
H 2.386 -2.277 -1.060
H 1.931 -2.286 0.761
```

---

Entry 4:
Here is the ion C6H13N2 with charge +1 at a distorted geometry from the OMol25 dataset. Energies are from ωB97M-V/def2-TZVPD.

Calculated values
- E_HOMO: -10.66 eV
- Largest force on an atom: 3.08 eV/A
- Net charge: +1
- Energy: -345.54084 Ha
- ΔE to the lowest compared entry with this formula, charge and spin: 4.223 eV

```
21
C6H13N2 | the OMol25 dataset | ωB97M-V/def2-TZVPD
C 0.993 -0.078 0.070
C 0.904 -1.342 -0.373
C 1.971 0.864 -0.333
C 0.042 0.567 1.015
C -0.240 -2.315 0.068
C -1.655 1.174 -0.716
N 3.254 0.730 -0.120
N -1.396 0.612 0.633
H 1.665 -1.742 -1.095
H 1.506 1.902 -0.496
H 0.415 1.476 1.493
H -0.659 -1.952 1.087
H 0.059 -3.377 0.207
H -1.039 -2.334 -0.606
H -0.827 0.753 -1.265
H -2.684 0.873 -1.115
H -1.665 2.309 -0.887
H 3.690 -0.087 0.360
H 3.849 1.532 -0.475
H -1.729 -0.426 0.732
H -1.957 1.146 1.418
```

---

Entry 5:
Here is the ion C6H13N2 with charge +1 at a distorted geometry from the OMol25 dataset. Energies are from ωB97M-V/def2-TZVPD.

Calculated values
- E_HOMO: -13.04 eV
- Largest force on an atom: 1.78 eV/A
- SMILES: C=NC(=C)C[C@@H](C)[NH3+]
- Net charge: +1
- Energy: -345.63991 Ha
- ΔE to the lowest compared entry with this formula, charge and spin: 1.527 eV

```
21
C6H13N2 | the OMol25 dataset | ωB97M-V/def2-TZVPD
C -0.947 1.311 2.705
N -0.556 0.444 1.874
C -1.170 0.382 0.603
C -2.407 0.085 0.243
C -0.115 0.656 -0.476
C 0.563 -0.644 -0.866
C 1.257 -0.696 -2.213
N 1.639 -0.911 0.211
H -0.542 1.333 3.705
H -1.788 1.999 2.591
H -3.188 -0.097 0.973
H -2.657 0.074 -0.802
H 0.642 1.318 -0.033
H -0.412 1.334 -1.276
H -0.110 -1.488 -0.730
H 2.283 -0.342 -2.323
H 1.247 -1.699 -2.625
H 0.689 -0.126 -2.942
H 2.352 -0.186 0.259
H 1.182 -0.927 1.136
H 2.036 -1.822 -0.015
```

---

Entry 6:
Here is the ion C6H13N2O with charge +1 at a distorted geometry from the OMol25 dataset. Energies are from ωB97M-V/def2-TZVPD.

Calculated values
- E_HOMO: -13.78 eV
- Largest force on an atom: 5.16 eV/A
- SMILES: C#[N+]CCN(C)OCC
- Net charge: +1
- Energy: -420.71797 Ha
- ΔE to the lowest compared entry with this formula, charge and spin: 6.395 eV

```
22
C6H13N2O | the OMol25 dataset | ωB97M-V/def2-TZVPD
C -0.918 1.386 -0.757
N -1.908 1.343 -0.093
C -2.433 0.546 0.819
C -1.460 -0.838 0.817
N -0.516 -0.788 -0.116
C -0.502 -1.686 -1.254
O 0.758 -0.533 0.451
C 1.191 0.778 0.793
C 2.747 0.904 0.646
H -0.360 1.783 -1.615
H -3.384 0.157 0.478
H -2.401 0.868 1.874
H -1.099 -0.959 1.847
H -2.051 -1.667 0.671
H 0.353 -1.407 -1.884
H -0.511 -2.763 -1.067
H -1.336 -1.458 -2.000
H 0.598 1.539 0.262
H 0.930 0.841 1.742
H 3.080 0.578 -0.342
H 2.987 1.993 0.695
H 3.213 0.353 1.427
```

---

Entry 7:
Here is the ion C6H13N2O with charge +1 at a distorted geometry from the OMol25 dataset. Energies are from ωB97M-V/def2-TZVPD.

Calculated values
- E_HOMO (alpha / beta): -11.92 / -12.60 eV
- Largest force on an atom: 8.92 eV/A
- Net charge: +1
- Energy: -420.68734 Ha
- ΔE to the lowest compared entry with this formula, charge and spin: 7.228 eV

```
22
C6H13N2O | the OMol25 dataset | ωB97M-V/def2-TZVPD
C -0.503 0.539 -1.101
C 1.935 0.643 -0.912
C -0.847 -0.379 1.920
C -0.627 -1.482 0.916
C -1.127 1.131 1.286
C 0.572 -1.232 0.080
N -1.704 1.029 0.014
N -0.471 0.568 -2.455
O 0.614 0.215 -0.356
H 2.048 0.242 -1.873
H 2.759 0.255 -0.275
H 1.844 1.745 -0.876
H 0.026 -0.235 2.465
H -1.813 -0.687 2.396
H -1.443 -1.599 0.295
H -0.590 -2.497 1.288
H -0.148 1.713 1.310
H -1.923 1.578 1.857
H 1.562 -1.203 0.617
H 0.487 -1.949 -0.785
H 0.395 0.485 -2.824
H -1.046 1.117 -2.986
```

---

Entry 8:
Here is the ion C6H13N2O with charge +1 at a distorted geometry from the OMol25 dataset. Energies are from ωB97M-V/def2-TZVPD.

Calculated values
- E_HOMO: -13.49 eV
- Largest force on an atom: 3.21 eV/A
- SMILES: CO[N+]1=C(C)N(C)CC1
- Net charge: +1
- Energy: -420.83350 Ha
- ΔE to the lowest compared entry with this formula, charge and spin: 3.251 eV

```
22
C6H13N2O | the OMol25 dataset | ωB97M-V/def2-TZVPD
C -3.062 0.041 -0.352
O -2.082 -0.305 0.591
N -0.871 0.247 0.325
C 0.179 -0.546 0.168
C -0.093 -1.981 0.040
N 1.313 0.165 0.113
C 2.659 -0.262 -0.063
C 1.019 1.632 0.433
C -0.552 1.653 0.570
H -3.943 -0.490 0.124
H -2.784 -0.311 -1.432
H -3.227 1.172 -0.447
H -0.367 -2.225 -1.044
H -1.052 -2.188 0.516
H 0.688 -2.593 0.510
H 3.083 0.565 -0.530
H 3.222 -0.339 0.781
H 2.756 -1.146 -0.717
H 1.328 2.327 -0.374
H 1.787 1.915 1.249
H -0.748 1.847 1.587
H -1.139 2.211 -0.086
```